No. 1
This record from the Open Molecules 2025 dataset describes the molecule C13H17NO4S. The level of theory is the ωB97M-V functional and the def2-TZVPD basis.

The total energy comes out at -34272.82478 eV. The calculation puts the maximum force at 0.90 eV Å⁻¹. The LUMO energy comes out at -0.14 eV. As for the spin multiplicity: 1.

Structure (XYZ):
```
36
Properties=species:S:1:pos:R:3:forces:R:3:nbo_charge:R:1
S 4.4301 -0.0012 -1.0146 -0.058 -0.171 0.530 0.45
O -0.5390 2.1143 -0.2293 -0.074 0.401 -0.204 -0.49
O -3.8779 1.9684 0.3426 -0.309 0.283 0.133 -0.62
O 2.1750 1.7662 1.6751 -0.047 -0.002 -0.057 -0.54
O 0.1006 -0.0368 -0.2010 0.049 0.023 0.071 -0.63
N -2.7319 0.1005 -0.2252 0.115 -0.627 -0.207 -0.63
C 1.3548 1.5603 -1.4943 -0.103 -0.050 0.114 -0.49
C 3.8477 -0.5852 1.4171 -0.224 0.433 -0.251 -0.16
C 3.5743 0.3564 0.4538 0.562 -0.701 0.015 -0.35
C 0.2376 1.1026 -0.5817 0.234 -0.363 -0.430 0.82
C 2.6881 1.5001 0.6087 0.007 0.527 -0.103 0.55
C -2.8445 1.3385 0.2773 0.673 0.191 0.051 0.64
C -4.1175 -1.8980 0.1656 0.142 0.071 -0.221 -0.40
C 2.3930 2.3126 -0.6425 -0.202 0.084 0.197 -0.49
C -2.9952 -2.9244 0.0565 -0.243 0.107 0.079 -0.61
C 5.1283 -1.3943 -0.3122 -0.118 0.249 -0.188 -0.38
C 4.7311 -1.5826 0.9780 0.156 -0.115 -0.143 -0.26
C -1.5124 1.9142 0.7952 -0.365 -0.061 0.485 -0.17
C -3.8639 -0.6616 -0.6992 -0.364 -0.024 0.124 -0.23
H -4.2331 -1.5841 1.2046 -0.090 0.028 0.010 0.20
H 1.9765 3.2716 -0.3314 0.115 -0.055 0.011 0.24
H -3.6839 -0.9647 -1.7365 -0.087 0.026 0.030 0.19
H -4.7274 0.0066 -0.6672 0.105 -0.092 -0.107 0.24
H 1.8023 0.6834 -1.9624 -0.152 0.040 0.036 0.23
H 3.3000 2.4751 -1.2252 -0.001 0.065 -0.011 0.23
H -5.0570 -2.3518 -0.1546 -0.058 0.004 0.037 0.20
H -1.8321 -0.3634 -0.1941 -0.038 0.275 0.080 0.43
H 3.4104 -0.5405 2.3979 -0.107 0.050 0.158 0.24
H 5.7961 -1.9982 -0.8948 0.141 -0.145 -0.081 0.24
H -2.8652 -3.2379 -0.9774 0.055 -0.069 -0.109 0.20
H -2.0522 -2.5168 0.4131 0.156 -0.014 0.045 0.20
H -3.2294 -3.8028 0.6530 0.079 -0.109 0.037 0.21
H -1.0991 1.2478 1.5605 -0.011 0.128 -0.089 0.21
H 0.9550 2.2268 -2.2577 0.012 -0.032 -0.019 0.24
H -1.7011 2.9030 1.2152 -0.022 -0.210 -0.097 0.22
H 5.0619 -2.4042 1.5872 0.071 -0.144 0.074 0.23
```
Forces are in eV/Å.

=====

No. 2
This record from the Open Molecules 2025 dataset describes a cluster of 6 separate species, C34H35F5O5PS in total at a distorted geometry. The level of theory is the ωB97M-V functional and the def2-TZVPD basis.

The total energy comes out at -79764.41126 eV. The calculation puts the maximum force at 9.46 eV Å⁻¹. Its charge is +1. The LUMO energy comes out at -4.08 eV. As for the spin multiplicity: 1.

Structure (XYZ):
```
81
Properties=species:S:1:pos:R:3:forces:R:3:lowdin_charge:R:1
S -4.5902 2.0446 -0.7020 0.182 -0.248 -0.100 1.09
P -2.3663 -0.2296 -0.9784 -2.420 -7.014 -0.371 0.71
F 4.6512 -4.5773 2.3849 0.056 -0.043 0.005 0.07
F -0.8630 3.6431 -2.1487 -0.599 0.112 0.752 0.03
F 4.9296 3.5257 -4.6972 0.017 0.291 -0.207 0.04
F -3.2282 4.6389 4.5891 0.354 -0.278 0.013 0.05
F 1.3048 -7.0704 -0.3348 -0.030 0.269 -0.125 0.06
O -1.7082 -0.6013 -2.5858 0.790 2.146 4.559 -0.19
O -3.6031 -0.4419 2.2442 -1.522 9.330 0.200 0.00
O -1.1748 -0.7538 0.1843 -2.565 1.283 -1.884 -0.23
O -5.0679 1.4849 2.0057 3.054 0.638 -1.240 -0.11
O -3.6252 -1.1859 -0.8089 3.826 4.456 -0.625 -0.36
C 6.2739 1.6069 -4.9657 -0.054 0.076 -0.043 -0.01
C -5.0066 2.5981 1.0441 -1.228 0.550 2.513 -0.34
C 5.4122 2.2259 -2.7896 -0.078 0.071 -0.065 -0.02
C 5.5341 2.4605 -4.1547 0.636 -1.097 0.541 -0.29
C 1.1658 4.0708 -3.2723 -0.142 -0.027 0.127 -0.01
C 1.6812 -10.6401 1.6761 0.040 0.057 0.008 -0.09
C 0.5134 -9.2527 0.0807 -0.009 0.072 -0.041 -0.02
C 2.5913 -9.6075 1.9151 -0.380 -0.075 -0.267 -0.08
C 3.5425 -3.8641 2.1471 -0.815 0.495 -0.165 -0.28
C -4.2257 6.6925 3.9983 0.110 -0.034 -0.038 -0.02
C -0.0655 3.4284 -3.2035 1.291 -0.256 -1.571 -0.30
C -4.3370 5.3521 4.3513 -1.061 0.740 -0.227 -0.30
C 1.4273 -8.2325 0.3202 0.097 -1.018 0.560 -0.29
C 2.2986 -4.4757 2.2569 0.037 -0.039 0.017 -0.01
C 6.0366 1.1135 -2.2259 0.093 -0.025 -0.422 -0.08
C -3.7416 0.9122 2.2834 1.557 -7.129 0.092 -0.28
C 1.2456 -2.3869 1.6554 0.078 -0.054 0.055 -0.10
C -2.3832 1.7533 2.6820 -0.325 -0.222 -0.622 -0.01
C 0.3458 2.3476 -5.3129 0.263 0.195 0.165 -0.07
C -5.3796 7.4342 3.7456 -0.157 -0.422 0.093 -0.07
C 3.6538 -2.5237 1.7941 0.058 0.023 -0.023 -0.01
C 1.5857 2.9839 -5.3887 -0.060 0.006 0.087 -0.07
C 1.1441 -3.7315 2.0153 0.338 0.246 -0.055 -0.07
C 2.4664 -8.3994 1.2291 -0.021 0.081 -0.009 -0.03
C -0.4819 2.5664 -4.2120 -0.044 0.092 0.263 -0.04
C -2.7730 1.6383 -0.9177 2.114 0.397 -0.529 -0.42
C -6.7353 5.4847 4.2195 0.255 0.271 -0.133 -0.08
C 6.9078 0.5004 -4.4003 -0.235 0.205 0.363 -0.08
C 6.7856 0.2537 -3.0307 -0.014 0.021 -0.049 -0.09
C 1.9987 3.8435 -4.3678 -0.383 -0.124 -0.057 -0.07
C -5.5808 4.7405 4.4612 0.115 -0.141 -0.063 -0.03
C -6.6338 6.8293 3.8596 0.043 0.009 -0.022 -0.09
C 2.4998 -1.7820 1.5414 -0.165 -0.435 0.117 -0.08
C 0.6446 -10.4647 0.7582 0.311 0.256 0.143 -0.08
H -0.2917 -9.0961 -0.6296 0.105 0.017 0.044 0.12
H 4.8336 2.9096 -2.1772 0.044 -0.031 -0.081 0.11
H 7.4949 -0.1687 -5.0245 -0.130 0.152 0.089 0.11
H 6.3508 1.8098 -6.0288 -0.008 0.024 0.113 0.12
H 2.2384 -5.5243 2.5290 0.024 0.109 -0.012 0.11
H -5.6410 3.6919 4.7332 0.029 0.078 0.067 0.11
H -1.6255 -1.4482 0.7661 0.301 1.231 -1.133 0.10
H 3.1687 -7.5892 1.3956 -0.055 -0.059 -0.059 0.11
H -5.3031 8.4808 3.4613 0.025 -0.203 0.084 0.11
H 2.5764 -0.7354 1.2571 0.040 -0.175 0.064 0.10
H -2.0752 2.1458 -0.1126 -1.787 -0.786 -1.461 0.10
H -2.4542 2.9086 2.5112 -0.039 -2.192 0.692 0.08
H -0.0602 -11.2712 0.5708 0.114 0.182 0.021 0.11
H -7.5338 7.4094 3.6668 0.183 -0.120 0.061 0.11
H 2.9666 4.3349 -4.4273 -0.369 -0.106 0.051 0.10
H 0.0247 1.6822 -6.1107 0.028 0.119 0.183 0.11
H -1.4450 2.0732 -4.1326 0.006 0.016 -0.085 0.10
H -2.1357 1.4609 3.8095 -0.573 0.777 -2.605 0.14
H 0.3457 -1.8068 1.4625 0.367 -0.143 0.097 0.06
H -7.7126 5.0172 4.3116 0.198 0.062 0.011 0.11
H 0.1668 -4.1990 2.1074 0.211 0.018 -0.018 0.11
H -4.3356 3.4937 1.4418 -0.970 -1.995 -1.341 0.14
H 4.6360 -2.0687 1.7186 -0.081 -0.095 0.012 0.12
H 5.9396 0.9172 -1.1609 0.023 0.079 -0.194 0.10
H -3.2435 7.1475 3.9228 -0.078 -0.066 0.040 0.12
H 1.4661 4.7416 -2.4740 -0.049 -0.054 -0.064 0.12
H -2.4417 2.0848 -1.9715 -0.978 -0.834 2.320 0.08
H -6.1111 3.0478 0.9933 2.388 -1.233 -0.189 0.16
H 2.2337 2.8104 -6.2452 -0.132 0.040 0.186 0.11
H -0.7207 -0.4376 -2.4548 -1.339 -0.429 -0.708 0.09
H 7.2765 -0.6119 -2.5909 -0.097 0.180 -0.086 0.10
H -5.3056 0.8145 -0.8582 1.238 0.881 0.629 0.09
H -1.5291 1.3514 1.9534 -1.893 0.608 1.818 0.09
H 1.7816 -11.5837 2.2081 -0.021 0.188 -0.112 0.10
H 3.3956 -9.7452 2.6335 -0.130 0.058 -0.156 0.11
```
Forces are in eV/Å.

=====

No. 3
This record from the Open Molecules 2025 dataset describes a structure of composition C26H34NOTb at a distorted geometry. The level of theory is the ωB97M-V functional and the def2-TZVPD basis.

The total energy comes out at -53483.67874 eV. The calculation puts the maximum force at 6.02 eV Å⁻¹. The LUMO energy (spin up / spin down) comes out at -0.12 / 0.14 eV. As for the spin multiplicity: 7.

Structure (XYZ):
```
63
Properties=species:S:1:pos:R:3:forces:R:3:lowdin_charge:R:1
Tb 0.0000 0.0000 0.0000 -2.352 1.196 5.408 1.52
O -1.9230 -5.4063 0.2387 -0.156 0.843 -0.171 0.06
N -3.5099 -3.8509 -0.1128 0.016 -0.073 0.010 0.07
C -4.5391 -0.7621 -3.8008 0.029 0.027 0.021 -0.07
C -4.0017 -2.5512 -0.5086 -0.079 -0.063 0.062 -0.14
C -3.9828 -1.6451 -4.7187 0.022 -0.001 0.065 -0.09
C -3.4244 -3.1387 -2.9157 0.000 0.008 0.092 -0.04
C 0.7822 -4.3985 0.8597 0.017 -0.131 -0.030 -0.02
C -3.4227 -2.8307 -4.2708 -0.004 0.036 -0.032 -0.08
C 0.2656 -3.4152 -0.1964 0.116 -0.103 0.245 -0.48
C -1.2529 1.9512 -0.5360 -1.014 0.919 -0.774 -0.22
C 1.0360 -2.1204 -0.0456 1.692 -0.951 -0.188 -0.34
C 1.3659 -1.4816 1.1788 1.093 -0.911 0.284 -0.19
C -1.2156 -3.0853 0.0297 0.106 0.089 -0.247 -0.07
C -1.9979 0.8425 -0.9739 -0.675 0.885 -0.701 -0.22
C -0.0410 1.9842 -1.2551 -0.690 0.944 -1.663 -0.22
C 0.2997 2.0189 3.0356 0.464 0.401 -0.319 -0.53
C -1.2565 0.1796 -1.9738 -0.492 0.356 -1.400 -0.23
C -4.5319 -1.0672 -2.4501 0.031 -0.089 -0.040 -0.06
C 2.1427 -0.3359 0.9090 1.689 -0.768 0.508 -0.22
C 2.3038 -0.2520 -0.4839 1.064 -0.419 0.027 -0.19
C -2.2088 -4.2269 0.0612 -0.135 -0.718 -0.004 -0.45
C 1.6311 -1.3481 -1.0659 0.878 -1.122 -0.258 -0.17
C -3.9802 -2.2627 -1.9928 -0.023 0.058 -0.245 -0.22
C 0.6860 3.3382 3.7268 -0.298 0.258 0.324 -0.12
C 0.4675 -4.0012 -1.5903 -0.070 0.081 0.014 -0.02
C -0.0548 0.8991 -2.1612 -0.528 1.134 -1.290 -0.22
C 0.9185 0.8555 3.8068 -0.201 -0.019 0.412 -0.11
C 0.7011 2.0748 1.5418 -0.340 -0.244 0.011 -0.23
H -0.0962 -4.9219 -1.6913 -0.127 -0.182 -0.015 0.09
H 1.5174 -4.2267 -1.7697 0.068 0.036 0.040 0.10
H 0.5867 0.8833 4.8664 0.273 -0.045 -0.482 0.08
H 2.0284 0.9073 3.7919 -0.609 -0.146 -0.036 0.09
H -1.5277 2.6092 0.2698 -0.027 0.040 -0.059 0.10
H -2.9394 0.5184 -0.5694 -0.245 -0.009 0.059 0.09
H 2.5102 0.3653 1.6394 0.045 -0.202 -0.118 0.09
H -1.5366 -2.3884 -0.7497 0.022 -0.028 -0.228 0.09
H -2.9852 -3.5243 -4.9767 0.009 -0.014 -0.003 0.10
H 0.3568 3.3322 4.7877 0.242 0.114 -0.420 0.07
H -5.0254 -2.4630 -0.1439 -0.040 0.010 0.013 0.13
H 0.5646 -0.0965 3.3879 0.339 0.116 0.146 0.05
H 2.8208 0.5277 -1.0174 0.030 0.061 -0.038 0.12
H 1.8535 -4.5521 0.7369 0.071 0.084 -0.037 0.10
H 1.5584 -1.5456 -2.1202 0.039 -0.059 -0.126 0.12
H 1.0444 -1.7881 2.1572 -0.020 -0.131 0.190 0.11
H -4.9492 -0.3655 -1.7385 -0.084 0.026 0.018 0.11
H 0.2757 -5.3536 0.7678 -0.011 -0.028 0.034 0.08
H -0.8068 1.9135 3.0877 0.397 0.056 0.039 0.12
H 1.7875 3.4896 3.6956 -0.631 -0.098 -0.002 0.08
H 0.1336 -3.3060 -2.3602 -0.063 0.047 -0.109 0.08
H -4.9712 0.1703 -4.1389 0.001 0.013 0.001 0.11
H -4.1484 -4.6295 -0.1556 -0.038 -0.036 0.031 0.15
H 0.2465 3.0168 1.1912 -0.062 -0.244 -0.176 0.02
H -1.3248 -2.5264 0.9583 -0.059 -0.028 0.472 0.13
H 0.1953 4.1996 3.2252 0.360 -0.446 0.275 0.07
H 0.6162 -4.0151 1.8654 -0.033 -0.009 0.079 0.09
H -3.9825 -1.4052 -5.7734 -0.006 -0.001 -0.010 0.10
H 0.7253 0.6559 -2.8602 0.051 -0.019 -0.074 0.11
H -3.4392 -1.7742 0.0069 0.018 0.042 0.133 0.11
H 0.7455 2.7116 -1.1457 0.044 -0.045 0.106 0.12
H -1.5662 -0.7006 -2.5108 -0.014 -0.137 -0.128 0.10
H 1.7796 2.3065 1.4263 -0.133 -0.289 0.300 0.05
H -2.9943 -4.0713 -2.5773 0.032 -0.069 0.004 0.11
```
Forces are in eV/Å.

=====

No. 4
This record from the Open Molecules 2025 dataset describes the molecule C4H5NO2. The level of theory is the ωB97M-V functional and the def2-TZVPD basis.

The total energy comes out at -9812.24685 eV. The calculation puts the maximum force at 0.75 eV Å⁻¹. The LUMO energy comes out at 0.73 eV. As for the spin multiplicity: 1.

Structure (XYZ):
```
12
Properties=species:S:1:pos:R:3:forces:R:3:nbo_charge:R:1
O 2.0374 0.7717 -0.6225 -0.028 -0.746 0.037 -0.54
O -1.7003 1.4093 1.4597 0.542 -0.176 -0.243 -0.50
N 0.5468 -0.9769 -0.1678 0.174 0.091 0.031 -0.44
C -0.4930 -0.6062 -1.0907 0.061 0.056 -0.234 -0.22
C -0.7831 0.9809 0.7999 -0.546 0.061 0.264 0.39
C -0.7062 -0.4553 0.3848 -0.269 0.079 0.232 -0.17
C 1.6462 -0.1293 0.0762 0.064 0.490 -0.174 0.54
H -0.9912 -1.4318 -1.5939 0.198 0.143 0.094 0.23
H -1.3124 -1.1432 0.9615 -0.077 0.008 -0.163 0.23
H -0.3527 0.3017 -1.6766 -0.015 -0.121 0.119 0.22
H 2.0904 -0.3766 1.0541 0.119 0.052 -0.096 0.13
H 0.0239 1.6288 0.4031 -0.223 0.063 0.131 0.14
```
Forces are in eV/Å.

=====

Look up the maximum force of the fourth one.
0.75 eV Å⁻¹

=====

What is the formula in the third record?
C26H34NOTb

=====

Which value of maximum force does entry 1 give?
0.90 eV Å⁻¹